C7H13N2OS | ωB97M-V/def2-TZVPD

Structure (ORCA input):
```
! wB97M-V def2-TZVPD RIJCOSX def2/J DEFGRID3
* xyz 1 1
C 2.54869 -1.54666 -0.16409
C 2.85847 -0.28932 -0.49287
C 1.08480 -1.64296 0.03952
C 1.56337 0.39576 -0.56012
C -2.96247 -1.89347 -0.34168
C 1.41229 1.82909 -0.67342
C -2.80636 -0.73093 0.63270
N 0.53662 -0.49784 -0.24964
N 0.95871 2.51067 0.53207
O -1.35281 1.48565 1.04645
S -1.84191 0.64414 -0.12594
H 3.27948 -2.32553 -0.06148
H 3.87593 0.09416 -0.68157
H 0.62031 -2.57526 0.16874
H -3.63634 -1.76945 -1.09092
H -2.01376 -2.04310 -0.77156
H -3.42874 -2.65549 0.21897
H 2.41109 2.18345 -0.92052
H 0.69464 1.88197 -1.50473
H -2.37874 -0.84741 1.66170
H -3.87797 -0.36641 0.76275
H 1.71597 2.54579 1.24866
H 0.01076 2.14202 0.99644
H 0.72796 3.47113 0.33054
*
```

Computed properties:
E, Eh: -857.0956
Orbital gap (spin up / spin down), eV: 8.7 / 6.1
Energy above the lowest of the compared OMol25 structures with the same formula, charge and spin, kcal/mol: 84.72
E_HOMO (spin up / spin down), eV: -12.876 / -11.727
F_max, hartree/bohr: 0.0703